Record 1
This record from the Open Molecules 2025 dataset describes a molecular structure, C26H34ClHfN13. The level of theory is wB97M-V/def2-TZVPD.

Values from the calculation:
**Relative energy (zero: lowest compared OMol25 entry of this formula, charge and spin)**: 0.0 kcal per mole
**Multiplicity**: 1
**Charge**: +4
**Molar mass**: 742.6 u
**Calculated total energy**: -2229.850354 hartree
**LUMO energy**: -12.88 eV

Last column: Löwdin charge in e.
Geometry (Å):
H: 3.117 -1.943 -1.018  0.090
H: 4.469 -0.829 0.949  0.124
H: -0.257 2.788 -1.349  0.049
C: 2.326 2.207 0.737  -0.150
C: -6.531 0.999 -3.461  0.008
C: 0.877 -4.432 -1.370  0.019
N: -3.858 2.930 -1.860  0.170
C: 0.718 -3.062 -1.293  -0.124
C: -4.654 1.869 -2.295  -0.150
H: 1.419 -0.453 5.386  0.145
C: -2.062 -1.263 1.532  -0.006
C: -1.085 -1.158 2.607  -0.260
C: 0.741 2.937 -0.949  -0.051
H: 0.473 0.506 -6.090  0.149
H: 1.466 2.631 -1.696  0.074
C: -5.782 2.091 -3.078  0.032
N: 0.711 -2.385 -0.122  -0.077
H: 0.874 -4.913 -2.339  0.142
C: -1.343 -1.677 3.858  0.063
H: -0.603 -1.846 5.878  0.152
H: 3.335 -0.070 2.055  0.080
C: 0.892 -3.115 1.003  -0.169
H: 2.664 3.244 0.652  0.160
C: 3.411 -0.722 1.191  -0.035
C: 3.170 1.295 -0.118  -0.157
H: -7.413 1.146 -4.070  0.138
N: 0.895 2.123 0.303  -0.366
H: 4.224 1.358 0.161  0.157
C: -2.761 2.728 -1.159  -0.125
C: -4.273 0.585 -1.889  -0.095
C: 0.032 2.759 1.350  -0.040
N: 0.041 -0.439 2.314  -0.045
N: 0.730 0.548 -2.968  0.091
N: 0.754 1.005 -5.249  0.210
C: 1.040 -5.174 -0.214  0.010
H: 2.712 -0.568 -2.082  0.067
H: 4.294 -0.650 -1.291  0.124
H: 0.895 3.988 -0.701  0.125
N: -2.837 -0.728 -0.528  0.062
N: -1.829 -0.650 0.428  -0.146
H: 0.156 2.243 2.300  0.082
H: -1.834 -1.339 -2.649  0.128
C: 1.055 -4.491 0.999  -0.618
H: 2.379 1.946 1.794  0.115
H: 1.748 1.187 -5.162  0.140
C: -3.109 0.459 -1.037  -0.314
H: 3.010 -1.705 1.423  0.084
H: -4.811 -1.501 -1.936  0.121
C: -5.066 -0.508 -2.278  0.007
N: -0.111 -0.141 -2.171  -0.126
C: -1.023 -0.714 -2.985  -0.158
N: 0.275 0.365 -4.159  -0.226
C: -0.426 -1.450 4.886  0.059
Hf: 0.304 -0.091 0.056  1.939
C: 0.889 -0.202 3.332  -0.095
H: 1.162 -6.250 -0.240  0.147
H: -2.202 3.621 -0.897  0.144
N: -2.319 1.550 -0.758  0.094
N: 2.705 -0.127 0.011  -0.340
H: -2.252 -2.235 4.039  0.150
H: 0.921 -2.596 1.948  0.085
C: 0.697 -0.686 4.616  0.036
H: 0.342 3.799 1.477  0.125
C: 3.232 -0.875 -1.177  -0.055
H: -3.005 -1.784 1.680  0.167
C: -6.176 -0.298 -3.063  -0.009
H: -1.008 2.711 1.038  0.074
H: -6.793 -1.133 -3.362  0.132
H: -6.068 3.093 -3.370  0.138
N: -0.800 -0.402 -4.240  0.210
H: 1.748 0.416 3.122  0.094
Cl: 1.273 -5.303 2.485  0.822
H: -4.129 3.879 -2.091  0.190
H: 3.106 1.573 -1.170  0.121
H: 0.613 -2.485 -2.196  0.093

---

Record 2
This record from the Open Molecules 2025 dataset describes a single C12H12N4OS2 molecule at a distorted geometry. The level of theory is wB97M-V/def2-TZVPD.

Values from the calculation:
**Relative energy (zero: lowest compared OMol25 entry of this formula, charge and spin)**: 31.6 kcal per mole
**Multiplicity**: 1
**Molar mass**: 292.4 u
**Calculated total energy**: -1555.027906 hartree
**LUMO energy**: -0.01 eV

Last column: Löwdin charge in e.
Geometry (Å):
C: -2.477 2.051 -0.516  -0.167
N: -0.753 0.324 -1.446  0.000
C: 3.627 0.511 2.453  -0.105
H: 2.335 1.866 1.668  0.097
O: 1.153 -1.059 -1.401  0.055
S: -0.603 1.856 2.055  0.687
N: -1.324 1.138 -0.404  -0.048
H: -2.412 2.806 -2.590  0.059
C: -0.456 0.990 0.669  -0.757
H: -1.341 -1.050 -2.946  0.096
H: -3.327 1.509 -0.874  0.100
N: 4.368 0.326 6.392  0.074
C: 3.889 -0.783 2.902  -0.593
C: 3.063 -1.816 2.445  -0.084
C: -2.328 3.186 -1.578  -0.055
H: -1.419 3.815 -1.447  0.094
H: 3.312 -2.824 2.732  0.109
C: -1.570 -0.034 -2.631  0.009
N: 0.448 -0.026 0.535  0.047
C: 1.634 -0.240 1.215  -0.191
C: 2.477 0.796 1.729  -0.012
H: -2.662 2.479 0.406  0.054
C: 2.034 -1.529 1.596  -0.004
H: -1.277 0.683 -3.385  0.081
C: 0.252 -0.433 -0.799  -0.369
H: -2.647 0.121 -2.460  0.089
C: 4.594 -0.136 5.373  -0.500
H: 1.379 -2.369 1.443  0.124
H: 4.194 1.383 2.863  0.127
H: -3.068 3.906 -1.504  0.042
S: 5.309 -1.043 3.912  0.940

---

Record 3
This record from the Open Molecules 2025 dataset describes a molecular structure, C24H22CrN3O3 at a distorted geometry. The level of theory is wB97M-V/def2-TZVPD.

Values from the calculation:
**Multiplicity**: 4
**Charge**: +2
**Molar mass**: 452.5 u
**Calculated total energy**: -2361.515223 hartree
**LUMO energy (spin up / spin down)**: -5.30 / -9.06 eV

Last column: Löwdin charge in e.
Geometry (Å):
H: -5.097 -1.294 3.121  0.105
C: -5.163 2.032 2.310  -0.050
C: 3.635 1.016 4.181  -0.043
H: -3.466 -3.799 -2.202  0.136
C: -5.051 -4.804 -1.124  -0.073
O: 4.143 1.213 5.212  0.201
N: -3.813 -3.706 2.039  0.178
C: 3.028 0.999 0.434  -0.098
H: -5.049 -6.735 3.077  0.135
H: -6.361 -5.889 1.238  0.151
C: -2.553 -1.373 2.132  -0.062
C: 1.695 0.626 0.673  -0.077
H: -3.524 -4.805 3.783  0.143
C: -5.290 -6.037 1.070  -0.110
C: -4.759 -0.331 2.725  -0.030
H: -3.568 -6.583 2.170  0.131
H: 2.206 -1.873 2.912  0.155
H: -5.203 -4.364 3.463  0.155
C: 4.078 0.308 1.053  -0.075
H: 3.245 1.857 -0.208  0.153
H: -6.594 0.693 3.210  0.115
C: -4.104 -3.882 0.777  -0.264
H: -4.920 -2.816 -2.000  0.138
C: -0.020 -0.904 1.706  0.074
H: -3.501 3.136 1.479  0.115
C: 1.148 1.319 3.618  -0.091
C: -1.212 -1.187 1.889  -0.001
H: -1.968 1.164 1.473  0.099
C: -3.006 1.053 1.787  -0.019
H: 0.884 1.219 0.236  0.152
H: -2.961 -2.371 2.413  0.057
C: -3.446 -0.243 2.191  -0.224
H: -5.161 -6.949 0.488  0.147
C: -3.857 2.160 1.823  -0.059
O: 3.022 4.000 2.825  0.202
C: 1.356 -0.525 1.444  -0.230
H: 5.113 0.614 0.898  0.153
H: -5.828 2.896 2.336  0.118
C: -4.527 -6.096 2.366  -0.140
N: -4.782 -4.947 0.276  0.008
C: -4.275 -4.724 2.985  -0.126
C: 3.774 -0.742 1.931  -0.097
O: 0.295 1.655 4.346  0.173
Cr: 2.647 0.973 2.543  0.240
H: -4.713 -5.697 -1.649  0.148
C: -5.592 0.783 2.784  -0.062
H: 4.574 -1.251 2.472  0.152
H: -3.244 -2.208 -0.164  0.151
H: -6.123 -4.678 -1.300  0.151
N: -3.789 -3.056 -0.267  0.129
C: -4.283 -3.559 -1.517  -0.108
C: 2.437 -1.106 2.165  -0.080
C: 2.902 2.864 2.598  -0.047

---

Record 4
This record from the Open Molecules 2025 dataset describes 2 unconnected molecules or ions with the total composition CHCl2PS at a distorted geometry. The level of theory is wB97M-V/def2-TZVPD.

Values from the calculation:
**Relative energy (zero: lowest compared OMol25 entry of this formula, charge and spin)**: 0.0 kcal per mole
**Multiplicity**: 1
**Molar mass**: 147.0 u
**Calculated total energy**: -1698.560677 hartree
**LUMO energy**: -1.92 eV

Last column: Löwdin charge in e.
Geometry (Å):
Cl: -1.412 -0.765 -0.320  0.470
C: -0.369 0.286 0.638  -1.279
Cl: -1.084 0.716 2.160  0.444
P: 0.444 2.521 -0.252  0.363
H: 0.603 -0.071 0.826  -0.046
S: 1.286 3.070 1.383  0.048

---

Record 5
This record from the Open Molecules 2025 dataset describes a molecular structure, C4H4N2O at a distorted geometry. The level of theory is wB97M-V/def2-TZVPD.

Values from the calculation:
**Relative energy (zero: lowest compared OMol25 entry of this formula, charge and spin)**: 72.4 kcal per mole
**Multiplicity**: 1
**Molar mass**: 96.1 u
**Calculated total energy**: -339.466302 hartree
**LUMO energy**: -0.74 eV

Last column: Löwdin charge in e.
Geometry (Å):
O: -1.985 -0.369 0.989  0.084
N: 1.699 0.626 -0.325  0.061
C: -0.395 -0.175 -0.732  -0.082
N: 0.217 0.094 1.492  0.125
C: 1.417 0.382 0.903  -0.274
H: 0.782 0.526 -2.321  0.137
H: -1.127 -0.632 -1.476  0.123
C: -0.813 -0.249 0.660  -0.498
H: 2.227 0.537 1.733  0.135
C: 0.602 0.465 -1.197  -0.147
H: -2.624 -1.205 0.274  0.337

---

Record 6
This record from the Open Molecules 2025 dataset describes a molecular structure, CH6NOP at a distorted geometry. The level of theory is wB97M-V/def2-TZVPD.

Values from the calculation:
**Relative energy (zero: lowest compared OMol25 entry of this formula, charge and spin)**: 31.5 kcal per mole
**Multiplicity**: 1
**Molar mass**: 79.0 u
**Calculated total energy**: -513.025703 hartree
**LUMO energy**: 0.92 eV

Last column: Löwdin charge in e.
Geometry (Å):
H: -0.502 2.079 0.684  0.028
N: -0.083 -1.722 -0.182  -0.157
H: -1.208 0.805 -0.342  0.026
H: 0.691 -2.311 -0.482  -0.054
H: -0.375 -2.079 0.723  -0.053
C: -0.626 1.006 0.553  -0.338
P: 1.016 0.160 0.400  0.847
H: 0.769 0.794 -1.703  0.054
O: 1.473 0.662 -1.060  -0.375
H: -1.156 0.607 1.408  0.024